C7H14N3ReSSe | wB97M-V/def2-TZVPD

Computed properties:
* highest occupied orbital energy (alpha / beta): -21.28 / -21.55 eV
* charge: +3
* max |F|: 0.0163 hartree/bohr
* multiplicity: 4
* molecular weight: 437.44 u
* lowest unoccupied orbital energy (alpha / beta): -14.5 / -14.6 eV

Geometry (Å):
1 Re -0.459564 -0.145459 0.001347
2 C 2.072826 -0.936579 1.234749
3 C 1.387440 -0.337642 2.442736
4 N -0.069856 -0.033466 2.111958
5 C -0.580225 1.308373 2.595889
6 C 0.019756 2.468787 1.810047
7 S -0.180088 2.264027 -0.004892
8 C 1.514395 2.288382 -0.695565
9 C 2.403401 1.232683 -0.068449
10 N 1.707748 -0.120609 0.003781
11 H 3.156730 -0.964229 1.351448
12 H 1.742305 -1.963319 1.058970
13 H 1.418037 -1.028170 3.283886
14 H 1.855176 0.588816 2.769891
15 H -0.648580 -0.742599 2.570954
16 H -1.668681 1.297512 2.513413
17 H -0.335619 1.413323 3.654115
18 H -0.513432 3.390548 2.047368
19 H 1.079724 2.632979 2.003700
20 H 1.371187 2.165381 -1.772588
21 H 1.900705 3.298831 -0.534855
22 H 3.318476 1.121247 -0.649326
23 H 2.701024 1.506637 0.941798
24 H 2.015650 -0.653870 -0.814824
25 Se -2.412209 -1.005184 -1.049989
26 C -3.717974 0.006767 -0.261729
27 N -4.539144 0.631117 0.260133

Force components x, y, z for each atom (eV/Å):
0.2 0.7 0.5
-0.1 0.1 -0.2
-0.1 0.2 0.1
-0.1 -0.2 -0.4
0.1 0.0 -0.1
0.1 0.0 0.1
-0.3 -0.5 -0.3
0.1 0.0 0.0
-0.1 -0.1 0.1
-0.1 0.0 0.0
0.1 0.0 0.0
0.0 0.0 -0.1
0.0 0.0 0.0
0.0 0.0 0.0
0.0 0.0 0.1
0.0 0.0 0.0
0.0 0.0 0.1
0.0 0.0 0.1
0.0 0.0 0.0
0.0 0.0 0.0
0.0 0.0 0.0
0.1 0.0 0.0
0.0 0.0 0.0
0.1 0.0 0.0
0.0 -0.2 -0.2
-0.1 0.4 0.3
0.3 -0.2 -0.1

Charges per atom according to Mulliken partitioning, unit e:
1 Re 0.7634
2 C -0.6933
3 C -0.5260
4 N -0.3014
5 C -0.8692
6 C -0.3518
7 S 0.1184
8 C -0.7471
9 C -0.5037
10 N -0.1387
11 H 0.4177
12 H 0.3808
13 H 0.4780
14 H 0.3178
15 H 0.4449
16 H 0.4032
17 H 0.4407
18 H 0.5090
19 H 0.3704
20 H 0.3981
21 H 0.4781
22 H 0.4857
23 H 0.3282
24 H 0.4401
25 Se 0.2959
26 C 0.2115
27 N -0.1510